(1)
The following is a quantum chemistry calculation of the molecule C3H4OS3, from the Open Molecules 2025 dataset.

CARTESIAN COORDINATES (ANGSTROEM)
S -2.367 -1.848 -1.285
C -1.318 -0.846 -0.651
S -1.234 -0.336 1.010
C -0.242 1.153 0.768
O 1.080 0.830 0.427
C 1.262 -0.367 -0.215
S 0.089 -0.438 -1.669
H -0.657 1.834 -0.042
H -0.134 1.730 1.721
H 2.316 -0.417 -0.528
H 1.205 -1.294 0.464

Computed properties:
E = -37727.5705 eV
lowest unoccupied orbital energy = -0.4 eV
E_HOMO = -8.7 eV
HOMO-LUMO gap = 8.3 eV

Löwdin population analysis, charges in e, atoms 1 to 5: S 0.6320; C -1.5369; S 0.8946; C -0.4922; O -0.2590

(2)
The following is a quantum chemistry calculation of a cluster of 2 separate species, C4H11N3O2 in total, from the Open Molecules 2025 dataset.

CARTESIAN COORDINATES (ANGSTROEM)
H 1.165 0.147 2.125
N 1.132 -0.807 1.812
C 1.133 -1.098 0.592
N 1.041 -0.187 -0.472
N 1.318 -2.435 0.168
C 2.701 -2.954 0.222
H 0.966 -0.700 -1.335
H 1.731 0.532 -0.353
H 0.746 -3.069 0.705
H 3.285 -2.563 -0.613
H 2.580 -4.013 0.076
H 3.194 -2.634 1.144
C -2.927 1.635 -0.345
C -2.509 3.043 -0.227
O -2.126 3.590 0.764
O -2.614 3.725 -1.413
H -2.416 1.166 -1.184
H -3.963 1.437 -0.502
H -2.634 0.991 0.481
H -1.803 4.194 -1.646

Computed properties:
E = -12891.2068 eV
lowest unoccupied orbital energy = 0.6 eV
E_HOMO = -9.2 eV
HOMO-LUMO gap = 9.8 eV

Löwdin population analysis, charges in e, atoms 1 to 5: H 0.0400; N 0.1388; C -0.5865; N 0.1121; N -0.0752

(3)
The following is a quantum chemistry calculation of the molecule C8H12O, from the Open Molecules 2025 dataset.

CARTESIAN COORDINATES (ANGSTROEM)
C -1.504 -0.298 -2.222
C -2.288 0.363 -1.167
C -1.934 0.578 0.115
C -0.759 0.149 0.876
C 0.442 -0.232 0.459
C 1.183 0.401 -0.712
C 1.368 -0.915 1.412
C 2.213 0.002 2.222
O 2.265 1.186 1.996
H -2.250 -0.769 -2.828
H -0.875 -1.070 -1.848
H -0.818 0.325 -2.831
H -3.230 0.882 -1.468
H -2.659 1.120 0.725
H -0.905 0.117 1.966
H 1.554 -0.400 -1.396
H 2.069 0.972 -0.441
H 0.595 1.142 -1.178
H 0.761 -1.283 2.216
H 1.975 -1.740 1.105
H 2.797 -0.532 2.997

Computed properties:
E = -10535.8405 eV
lowest unoccupied orbital energy = 0.9 eV
E_HOMO = -8.3 eV
HOMO-LUMO gap = 9.1 eV

Löwdin population analysis, charges in e, atoms 1 to 5: C -0.1191; C -0.1607; C -0.1117; C -0.0673; C -0.2740

Q: Look up the lowest unoccupied orbital energy of the second one.
A: 0.6 eV